No. 1
C31H49N4O7PSiZr as an isolated structure. Source: the OMol25 dataset; level of theory: ωB97M-V/def2-TZVPD.

The geometry in XYZ format:
```
94
Properties=species:S:1:pos:R:3
Zr -0.25668 -0.56086 0.39427
C -3.88690 -2.77350 0.33552
C -3.41003 -1.38232 0.53804
O -2.05664 -1.20577 0.40509
C -4.14869 -0.35610 0.78842
C -3.67050 1.06863 0.99001
C -3.99077 2.07974 -0.03221
N -2.84340 1.33779 1.95050
N -2.59363 0.38550 2.88993
C -1.45023 -0.09944 3.03352
O -0.39279 0.18474 2.22237
C -1.23482 -1.11036 4.08581
C -0.37649 -0.91548 5.14864
C -0.21764 -1.84643 6.12876
C -0.93493 -3.04464 6.06403
C -1.76875 -3.25123 5.00884
C -2.00262 -2.26275 4.06587
H -3.27435 -3.25820 -0.49433
H -4.97799 -2.78866 0.03207
H -3.71661 -3.42053 1.24250
H -5.23637 -0.47759 0.80097
H -3.62701 3.04741 0.22647
H -5.03699 2.24104 -0.21753
H -3.60357 1.76378 -1.10673
H 0.07221 0.03300 5.29510
H 0.40959 -1.61088 6.99650
H -0.78312 -3.78434 6.82185
H -2.36259 -4.19860 4.95252
H -2.79165 -2.41654 3.33324
C 2.75176 0.40490 2.82163
C 2.44441 0.98742 1.48474
O 1.69143 0.42985 0.62065
N 3.04040 2.09826 1.04981
C 2.49065 2.93226 -0.03983
C 1.69552 4.04874 0.48974
C 0.48232 4.38339 0.01484
C -0.09525 5.57096 0.49469
C 0.49066 6.32171 1.52605
C 1.62986 5.77310 2.03392
N 2.23790 4.73974 1.50077
H 2.05874 -0.41800 3.08075
H 2.98962 1.07498 3.58065
H 3.72024 -0.05807 2.60519
H 3.40314 2.65920 1.78560
H 1.97785 2.28915 -0.71891
H 3.34901 3.36624 -0.57097
H -0.07789 3.79061 -0.61290
H -1.04668 5.92450 0.19747
H 0.07768 7.18455 2.06478
H 2.15446 6.14488 2.90660
C 3.10047 1.69043 -4.47050
C 2.78518 0.59704 -3.44972
C 3.89925 0.58974 -2.40543
C 2.65131 -0.80822 -4.20954
O 1.55656 0.96596 -2.71435
P 0.29259 0.08929 -2.33276
O -0.62446 0.79899 -1.30007
O 0.62585 -1.22555 -1.61335
O -0.49780 -0.09351 -3.69396
C -1.93208 -0.21924 -3.94318
C -1.93471 -0.93825 -5.28867
C -2.45769 1.15062 -4.04845
C -2.67071 -1.07378 -2.91254
H 4.07382 1.58134 -4.95248
H 3.14707 2.66857 -3.94023
H 2.24268 1.86055 -5.18280
H 4.84149 0.45020 -2.91009
H 3.78037 -0.15729 -1.62869
H 3.95555 1.53349 -1.82622
H 3.54690 -1.24114 -4.56586
H 1.93213 -0.74843 -4.97597
H 2.26761 -1.55851 -3.50812
H -1.55134 -0.26709 -6.02524
H -2.93698 -1.33739 -5.50785
H -1.23218 -1.79377 -5.21520
H -2.12172 1.62542 -4.99989
H -2.21969 1.82265 -3.23044
H -3.54411 1.14121 -4.13313
H -2.24431 -2.08178 -2.96110
H -3.77876 -1.12557 -3.13328
H -2.48593 -0.71589 -1.85985
C 1.30843 -3.29911 2.81831
Si 1.13601 -2.74883 1.02818
C 3.02095 -2.54333 0.38917
C 0.30976 -4.29988 0.20180
H 1.65531 -4.33920 2.83036
H 0.37626 -3.34625 3.41532
H 1.98037 -2.65126 3.38992
H 3.38982 -1.59701 0.90100
H 2.83533 -2.23217 -0.61279
H 3.54610 -3.46962 0.48643
H 0.93646 -5.25701 0.34008
H 0.50123 -4.03312 -0.85494
H -0.76420 -4.38909 0.39076
```

Values from the calculation:
Energy in eV: -71688.369
HOMO energy in eV: -7.18
Multiplicity: 1
Orbital gap in eV: 7.69

Löwdin population analysis, charges in e, atoms 1 to 6: number 1, Zr, carries 1.61; number 2, C, carries -0.03; number 3, C, carries -0.46; number 4, O, carries -0.33; number 5, C, carries -0.01; number 6, C, carries -0.31

No. 2
A single C4H8O2 molecule. Source: the OMol25 dataset; level of theory: ωB97M-V/def2-TZVPD.

The geometry in XYZ format:
```
14
Properties=species:S:1:pos:R:3
O 1.47412 -0.54246 1.05249
C 0.91304 -0.20894 -0.20735
C 0.25135 1.18096 -0.28308
C -1.14744 0.51893 -0.28923
C -0.48455 -0.87874 -0.38531
O -0.80245 -1.80630 0.60917
H 1.39530 0.22051 1.63492
H 1.65575 -0.43848 -0.97689
H 0.50776 1.73714 -1.18974
H 0.46133 1.82719 0.58010
H -1.80561 0.79674 -1.11648
H -1.69175 0.63125 0.65219
H -0.61426 -1.35106 -1.36614
H -0.11259 -1.68675 1.28535
```

Values from the calculation:
Energy in eV: -8371.613
SMILES: O[C@@H]1CC[C@@H]1O
HOMO energy in eV: -9.75
Multiplicity: 1
Orbital gap in eV: 10.64

natural (NBO) population analysis, charges in e, atoms 1 to 6: number 1, O, carries -0.72; number 2, C, carries 0.07; number 3, C, carries -0.44; number 4, C, carries -0.43; number 5, C, carries 0.08; number 6, O, carries -0.71

No. 3
C10H11ClF5PdV as an isolated structure. Source: the OMol25 dataset; level of theory: ωB97M-V/def2-TZVPD.

The geometry in XYZ format:
```
29
Properties=species:S:1:pos:R:3
V 0.66491 -3.60467 -1.35601
Cl 0.43375 -5.57767 -0.45746
C 2.36402 -2.54815 -0.93973
C -0.80129 -2.83804 -2.55043
H 2.51200 -1.82842 -1.73909
H 2.35075 -2.00662 0.01941
H 3.11662 -3.33035 -0.98008
H -0.83483 -3.63730 -3.27720
H -0.58398 -1.84307 -2.97579
H -1.74885 -2.76493 -1.97501
Pd -0.42130 -0.75355 0.69820
C -0.05956 -0.14795 -1.19034
C -1.29466 -1.51513 2.74362
H 0.78963 -0.53442 -1.80453
H -0.98090 -0.24174 -1.77956
H 0.10804 0.92786 -1.03877
H -0.55770 -1.65802 3.58923
H -2.39944 -1.77122 2.78017
F -2.76803 1.31070 0.59622
C -1.86717 1.70277 1.56418
C -0.65379 1.06296 1.69380
C 0.17662 1.45481 2.74537
F 1.34025 0.81863 3.01737
C -0.18209 2.50421 3.60972
F 0.61999 2.83103 4.63512
C -1.41295 3.14507 3.43111
F -1.79462 4.10553 4.28140
C -2.27104 2.73935 2.40347
F -3.47717 3.32765 2.25161
```

Values from the calculation:
<S²>: 6.04
Energy in eV: -65819.092
Total charge: -2
HOMO energy (spin up / spin down) in eV: 0.08 / -0.91
Multiplicity: 5
Orbital gap (spin up / spin down) in eV: 4.94 / 5.89

natural (NBO) population analysis, charges in e, atoms 1 to 6: number 1, V, carries 0.89; number 2, Cl, carries -0.63; number 3, C, carries -1.18; number 4, C, carries -1.20; number 5, H, carries 0.19; number 6, H, carries 0.21

No. 4
A 2-piece molecular cluster, C2H8S4 overall. Source: the OMol25 dataset; level of theory: ωB97M-V/def2-TZVPD.

The geometry in XYZ format:
```
14
Properties=species:S:1:pos:R:3
C 1.00261 -1.63958 0.95257
S 2.14897 -0.68952 -0.04641
S 3.47414 0.07813 1.33699
H 1.30470 -2.65230 1.16128
H 0.78327 -1.12097 1.88491
H 0.05632 -1.62634 0.39089
H 2.66978 1.03443 1.83164
C -0.75328 1.23274 -0.78681
S -2.16296 0.25940 -0.14957
S -3.64609 0.70662 -1.51135
H -1.00801 2.25188 -0.54474
H 0.06354 0.88303 -0.13855
H -0.48577 0.97777 -1.79603
H -3.21567 -0.02823 -2.54152
```

Values from the calculation:
Energy in eV: -45544.545
SMILES: CSS.CSS
HOMO energy in eV: -9.01
Multiplicity: 1
Orbital gap in eV: 9.43

natural (NBO) population analysis, charges in e, atoms 1 to 6: number 1, C, carries -0.77; number 2, S, carries 0.09; number 3, S, carries -0.13; number 4, H, carries 0.23; number 5, H, carries 0.23; number 6, H, carries 0.24

No. 5
C31H48F3N4O5SSi2W as an isolated structure. Source: the OMol25 dataset; level of theory: ωB97M-V/def2-TZVPD.

The geometry in XYZ format:
```
95
Properties=species:S:1:pos:R:3
W -0.29300 0.63704 0.50340
C 2.18829 -1.63666 0.18380
O 1.67568 -0.37000 -0.26610
C 2.65256 0.66118 -0.29519
C 2.72530 1.34228 1.00721
O 1.45587 1.90210 1.23212
C 1.50079 3.26973 1.90109
C 2.28368 3.27208 3.15163
O 1.70638 2.38337 4.08029
C 0.66861 3.10702 4.78694
H 3.06375 -1.87629 -0.38255
H 1.33583 -2.31607 0.05625
H 2.57293 -1.68494 1.20359
H 2.33987 1.42602 -1.02061
H 3.53341 0.19635 -0.73100
H 3.43810 2.16187 0.77998
H 3.01984 0.58528 1.76775
H 0.49836 3.50395 2.13712
H 1.90947 4.02282 1.24552
H 2.27123 4.28302 3.53539
H 3.29919 2.92012 3.02986
H -0.03030 2.31143 5.02346
H 0.13072 3.86070 4.18592
H 1.01528 3.49498 5.76171
C -0.28543 -1.97646 -2.17404
Si -1.38231 -2.36780 -0.80655
C -0.88630 -4.11851 -0.28962
C -3.05568 -2.20727 -1.53821
C -1.38767 -1.25085 0.76115
C -0.42958 -1.54229 1.85172
C -0.25583 -2.71814 2.67488
C 0.60540 -2.79600 3.73040
C 1.43127 -1.67405 4.01692
C 1.18080 -0.50166 3.31104
N 0.28429 -0.45072 2.30900
Si -3.08199 -1.32803 1.75394
C -2.71834 -0.88813 3.57267
C -3.95078 -2.96282 1.64617
C -4.24874 -0.11645 1.02690
H -0.69328 -2.73616 -2.93537
H 0.77755 -2.04548 -2.02335
H -0.46348 -0.98987 -2.58092
H -1.21537 -4.89942 -1.07641
H -1.39228 -4.38687 0.63641
H 0.22584 -4.19182 -0.26908
H -3.23488 -2.99033 -2.27485
H -3.11830 -1.37457 -2.14810
H -3.85989 -2.29063 -0.79997
H -0.94469 -3.54192 2.42100
H 0.79672 -3.70151 4.26829
H 2.07283 -1.53705 4.83979
H 1.71255 0.41833 3.42043
H -1.94907 -0.13983 3.79955
H -2.62536 -1.72243 4.19658
H -3.58298 -0.35386 3.93479
H -3.40929 -3.78160 2.06478
H -4.21583 -3.14495 0.61029
H -4.83036 -2.68168 2.26160
H -3.74220 0.55936 0.35281
H -4.75241 0.64624 1.65007
H -5.09790 -0.59025 0.49237
C -0.51186 3.28405 -3.09420
O 0.17262 2.73306 -1.90348
C -0.25799 1.71984 -1.22358
O -1.11125 0.86830 -1.56235
H -0.12612 4.27991 -3.07080
H -1.56948 3.23994 -2.99092
H -0.20126 2.76126 -3.98506
C -3.51729 4.63739 -2.28363
C -2.91526 4.63079 -0.86516
C -2.82416 5.83630 -0.12396
C -2.14399 5.79250 1.02395
N -1.66219 4.65405 1.55819
C -2.01232 3.57558 0.87129
S -1.78900 2.05712 1.75967
N -2.55217 3.50200 -0.32551
H -4.53365 5.00969 -2.10056
H -3.53334 3.60700 -2.70437
H -2.90460 5.39614 -2.82745
H -3.30712 6.68981 -0.56664
H -1.88770 6.59370 1.66883
F 5.14956 -5.57775 -5.57050
C 4.47760 -4.47529 -6.04980
F 3.33347 -4.83898 -6.56098
F 5.20309 -3.84424 -6.98362
C 4.16041 -3.58754 -4.86452
C 4.08542 -2.21898 -5.00387
C 3.70123 -1.42820 -3.92537
N 3.36786 -1.87616 -2.71981
C 3.48276 -3.17308 -2.58280
C 3.86975 -4.09912 -3.57883
H 4.20313 -1.73610 -5.89662
H 3.74610 -0.32572 -4.04165
H 3.25060 -3.61136 -1.64783
H 3.91829 -5.15779 -3.39273
```

Values from the calculation:
<S²>: 2.02
Energy in eV: -85685.239
Total charge: +1
HOMO energy (spin up / spin down) in eV: -9.66 / -10.93
Multiplicity: 3
Orbital gap (spin up / spin down) in eV: 7.49 / 7.86

Löwdin population analysis, charges in e, atoms 1 to 6: number 1, W, carries 1.45; number 2, C, carries -0.05; number 3, O, carries -0.29; number 4, C, carries -0.18; number 5, C, carries -0.20; number 6, O, carries -0.28

No. 6
C34H38AsBClF5NO7STi as an isolated structure. Source: the OMol25 dataset; level of theory: ωB97M-V/def2-TZVPD.

The geometry in XYZ format:
```
90
Properties=species:S:1:pos:R:3
Ti 0.54746 0.94368 -0.73221
C 6.09106 -0.61382 3.68739
C 5.10956 0.37848 4.32469
C 4.69186 -0.16482 5.69719
C 3.68976 0.77218 6.35299
C 2.51986 0.95308 5.42899
C 1.24946 1.16908 5.96799
C 0.17006 1.32618 5.12089
F -1.06334 1.50338 5.67489
C 0.30576 1.29258 3.75219
C 1.57346 1.05768 3.18769
C 1.70636 0.99828 1.76169
O 0.66766 1.17468 1.00319
C 3.02536 0.78948 1.24189
C 4.06966 0.63288 2.12039
N 3.93616 0.60958 3.48449
C 2.69376 0.86668 4.04799
C 3.32576 0.69818 -0.21401
O 4.48966 0.60928 -0.61021
O 2.31406 0.68478 -1.03171
H 6.80796 -0.94132 4.44089
H 6.65296 -0.17272 2.86749
H 5.54796 -1.48282 3.32099
H 5.63086 1.33888 4.47599
H 5.58366 -0.27952 6.32059
H 4.23896 -1.15052 5.56349
H 4.16666 1.73578 6.55949
H 3.34836 0.36808 7.30869
H 1.12036 1.21058 7.03709
H -0.53654 1.44448 3.09509
H 5.05656 0.52778 1.70989
C 1.99976 0.02698 -4.39021
As 0.87236 1.31308 -3.38321
C 1.98846 2.87168 -3.91041
C -0.49214 1.52518 -4.82701
H 2.19196 0.37888 -5.40611
H 1.49406 -0.93692 -4.43101
H 2.94876 -0.08582 -3.86441
H 2.18596 2.87048 -4.98451
H 2.93436 2.79558 -3.37091
H 1.50336 3.80348 -3.63311
H -0.04284 1.83388 -5.77481
H -1.20744 2.28148 -4.50921
H -1.01594 0.57918 -4.96811
F 1.25236 3.12398 -0.86411
B -0.05134 3.72558 -0.90161
F -0.62564 3.34068 -2.12041
F -0.77124 3.16298 0.12929
F 0.04526 5.07458 -0.82401
C -7.90244 1.96008 -0.65811
C -6.45944 1.83018 -1.04671
C -6.04714 1.84098 -2.38051
C -4.73224 1.58618 -2.71611
C -3.80084 1.30748 -1.71381
C -4.18494 1.38198 -0.37291
C -5.49624 1.63608 -0.05091
S -2.22364 0.57018 -2.12771
C -2.84034 -1.12392 -1.71101
O -1.33244 0.84838 -0.94961
H -8.52604 2.24528 -1.50161
H -8.02304 2.70548 0.12699
H -8.26804 1.00828 -0.26651
H -6.77634 2.02608 -3.16071
H -4.41244 1.57168 -3.74971
H -3.42864 1.23388 0.38509
H -5.80074 1.65818 0.98579
H -2.99384 -1.15822 -0.63481
H -2.08214 -1.82932 -2.01461
H -3.76774 -1.30692 -2.23921
C -0.07114 -4.07652 0.66839
C -0.97274 -4.14902 -0.52681
C -2.34344 -4.33562 -0.33871
C -3.19794 -4.45512 -1.41731
Cl -4.89524 -4.66192 -1.13731
C -2.72514 -4.42482 -2.71581
C -1.36434 -4.23652 -2.91511
C -0.49174 -4.08182 -1.84031
O 0.83916 -3.94212 -2.15741
C 1.52396 -2.82362 -1.61411
C 0.61676 -1.58622 -1.47551
O -0.00634 -1.18152 -2.46991
O 0.56086 -1.04762 -0.33751
H -0.57954 -4.48032 1.54189
H 0.21226 -3.04382 0.88519
H 0.83496 -4.65482 0.49149
H -2.73534 -4.40632 0.66469
H -3.39754 -4.54222 -3.55191
H -0.94714 -4.19752 -3.90801
H 2.31076 -2.57972 -2.33261
H 1.98646 -3.05012 -0.64871
```

Values from the calculation:
<S²>: 2.04
Energy in eV: -173284.419
Total charge: -1
HOMO energy (spin up / spin down) in eV: -2.37 / -5.42
Multiplicity: 3
Orbital gap (spin up / spin down) in eV: 4.44 / 7.49

Löwdin population analysis, charges in e, atoms 1 to 6: number 1, Ti, carries 0.85; number 2, C, carries -0.05; number 3, C, carries -0.32; number 4, C, carries -0.16; number 5, C, carries -0.15; number 6, C, carries -0.17

No. 7
A 2-piece molecular cluster, C3H8O2 overall. Source: the OMol25 dataset; level of theory: ωB97M-V/def2-TZVPD.

The geometry in XYZ format:
```
13
Properties=species:S:1:pos:R:3
C 3.17086 2.05569 0.69699
C 1.98394 1.67096 1.51613
H 3.05709 2.70900 -0.16630
H 3.89263 2.68577 1.23205
H 3.74617 1.15898 0.47566
H 1.27287 2.50614 1.56514
H 2.31335 1.49513 2.55415
H 1.51648 0.82520 0.94383
O -2.06402 -1.67802 -1.93576
C -1.87401 -0.98426 -0.96076
O -2.01380 -1.54759 0.25482
H -1.40386 0.00525 -1.04711
H -1.50001 -2.37679 0.16947
```

Values from the calculation:
<S²>: 0.76
Energy in eV: -7323.582
Total charge: +1
HOMO energy (spin up / spin down) in eV: -14.10 / -14.07
Multiplicity: 2
Orbital gap (spin up / spin down) in eV: 6.95 / 2.51

natural (NBO) population analysis, charges in e, atoms 1 to 6: number 1, C, carries -0.62; number 2, C, carries -0.61; number 3, H, carries 0.21; number 4, H, carries 0.22; number 5, H, carries 0.20; number 6, H, carries 0.21

No. 8
A 2-piece molecular cluster, C5H13N3 overall. Source: the OMol25 dataset; level of theory: ωB97M-V/def2-TZVPD.

The geometry in XYZ format:
```
21
Properties=species:S:1:pos:R:3
H 1.01523 0.82553 -2.01631
N 0.13910 1.21941 -1.65045
C 0.16592 1.15826 -0.35386
C -1.00530 1.71212 0.41307
C 1.53822 1.02809 0.41947
N 2.51547 0.33686 -0.40948
H -1.93277 1.34946 -0.04023
H -0.96806 1.36563 1.44929
H -1.00003 2.80373 0.37698
H 1.87695 2.03976 0.65720
H 1.36665 0.48001 1.34904
H 2.85675 0.96179 -1.13978
H 3.29143 -0.00061 0.15769
H 0.87889 -1.85584 -0.90940
N -0.10652 -2.15609 -0.93767
C -0.71715 -1.78773 0.12869
C -2.17250 -2.03712 0.34592
H -0.16034 -1.16934 0.92756
H -2.32765 -3.07489 0.64930
H -2.52469 -1.38564 1.15057
H -2.72962 -1.81339 -0.56761
```

Values from the calculation:
Energy in eV: -9864.861
SMILES: [H]/N=C(/C)CN.[H]/N=C/C
HOMO energy in eV: -9.57
Multiplicity: 1
Orbital gap in eV: 10.30

natural (NBO) population analysis, charges in e, atoms 1 to 6: number 1, H, carries 0.33; number 2, N, carries -0.62; number 3, C, carries 0.31; number 4, C, carries -0.69; number 5, C, carries -0.30; number 6, N, carries -0.86